1.
Molecular formula: C16H20FN3O7
Method: DFT, wB97M-V/def2-TZVPD

Each line ends with the Mulliken charge.
CARTESIAN COORDINATES (ANGSTROEM)
O: 1.509 0.922 -7.484  -0.53
O: -0.652 0.370 4.313  -0.71
O: 1.378 -1.367 -1.413  -0.65
F: -0.189 2.990 1.127  -0.34
N: 0.619 -0.350 0.481  -0.52
O: 0.328 -1.333 3.267  -0.34
O: 0.930 2.384 -5.825  -0.41
O: 1.666 0.397 -5.188  -0.40
O: 2.688 2.354 -2.805  -0.48
C: 1.349 1.153 -6.298  0.56
C: -0.256 -0.193 3.283  0.55
C: 1.121 -0.285 -0.869  0.28
C: 0.232 0.705 1.081  0.48
C: 0.232 1.944 0.412  0.23
C: 0.740 2.100 -0.817  0.14
N: -0.318 0.827 2.340  -0.03
N: 1.242 0.965 -1.503  0.23
C: -4.146 -3.612 3.261  -1.09
C: 0.115 -2.121 4.509  -0.57
C: -2.778 -4.205 2.966  -0.64
C: -1.263 -2.707 4.406  -0.66
C: -1.600 -3.272 2.978  -0.32
C: 2.114 4.557 -3.379  -1.48
C: 1.017 2.448 -4.423  0.35
C: 1.045 1.019 -4.067  0.16
C: 1.945 1.088 -2.775  -0.57
C: 2.278 3.128 -3.921  0.05
H: 0.796 3.080 -1.337  0.12
H: -0.593 1.765 2.628  0.27
H: -4.267 -3.674 4.300  0.32
H: -4.948 -4.161 2.697  0.34
H: -4.194 -2.572 2.834  0.26
H: 0.821 -3.017 4.534  0.41
H: 0.188 -1.578 5.471  0.33
H: -2.691 -4.622 1.956  0.35
H: -2.534 -5.095 3.629  0.33
H: -2.157 -2.143 4.716  0.26
H: -1.359 -3.613 5.063  0.49
H: -0.713 -3.811 2.594  0.35
H: -1.834 -2.435 2.288  0.17
H: 3.096 4.804 -3.013  0.40
H: 1.746 5.313 -4.140  0.37
H: 1.503 4.646 -2.492  0.33
H: 0.098 3.031 -4.024  0.29
H: 0.107 0.550 -3.744  0.35
H: 2.640 0.335 -2.843  0.71
H: 2.950 3.293 -4.773  0.29

Summary:
Highest occupied orbital energy   -0.34873 Eh
Relative energy (zero: lowest compared OMol25 entry of this formula, charge and spin)   0.0 kcal per mole
E   -38434.792 eV
Maximum force   6.94 eV/A
Structure (SMILES)   CCCCCOC(=O)Nc1nc(=O)n([C@@H]2O[C@H](C)[C@H]3OC(=O)O[C@H]32)cc1F

2.
Molecular formula: C16H20N2O5
Method: DFT, wB97M-V/def2-TZVPD

Each line ends with the Mulliken charge.
CARTESIAN COORDINATES (ANGSTROEM)
C: 1.992 0.495 4.401  -0.93
C: 2.564 0.493 2.992  -0.38
H: 3.102 1.429 2.806  0.37
H: 3.233 -0.355 2.835  0.32
O: 1.554 0.337 1.989  -0.33
C: 0.788 1.401 1.769  0.62
O: 0.857 2.462 2.318  -0.57
N: -0.133 1.154 0.755  -0.02
C: -0.715 2.010 -0.176  -0.04
O: -0.899 3.184 -0.193  -0.59
C: -0.968 0.825 -1.111  1.19
C: -0.191 0.907 -2.397  -0.75
C: -0.244 2.071 -3.154  -0.28
C: 0.452 2.148 -4.347  -0.86
C: 1.199 1.068 -4.788  -0.39
C: 1.250 -0.091 -4.033  -0.88
C: 0.558 -0.175 -2.838  0.14
H: 0.582 -1.080 -2.250  0.39
H: 1.829 -0.936 -4.376  0.42
H: 1.741 1.131 -5.720  0.39
H: 0.411 3.054 -4.933  0.40
H: -0.819 2.914 -2.802  0.47
N: -0.287 0.010 -0.073  0.59
C: -0.589 -1.257 0.347  0.70
O: -0.851 -2.146 -0.424  -0.62
O: -0.481 -1.394 1.671  -0.27
C: -0.655 -2.722 2.172  -0.29
C: 0.025 -2.831 3.524  -1.17
H: 1.088 -2.629 3.424  0.24
H: -0.112 -3.834 3.918  0.46
H: -0.409 -2.116 4.218  0.27
H: -1.729 -2.922 2.255  0.27
H: -0.229 -3.428 1.452  0.35
C: -2.460 0.546 -1.321  -0.79
C: -2.746 -0.545 -2.347  -1.21
H: -2.268 -1.475 -2.054  0.26
H: -2.376 -0.255 -3.327  0.31
H: -3.818 -0.706 -2.414  0.47
H: -2.902 0.277 -0.358  0.48
H: -2.913 1.486 -1.646  0.42
H: 2.806 0.539 5.119  0.41
H: 1.411 -0.407 4.576  0.10
H: 1.352 1.362 4.541  0.33

Summary:
Highest occupied orbital energy   -0.34027 Eh
Relative energy (zero: lowest compared OMol25 entry of this formula, charge and spin)   41.2 kcal per mole
E   -30134.035 eV
Maximum force   0.84 eV/A
Structure (SMILES)   CCOC(=O)N1C(=O)[C@@](CC)(c2ccccc2)N1C(=O)OCC

3.
Molecular formula: C16H20N2O5S
Method: DFT, wB97M-V/def2-TZVPD

Each line ends with the Mulliken charge.
CARTESIAN COORDINATES (ANGSTROEM)
C: 5.421 3.541 -1.318  -0.80
H: 4.958 4.261 -0.469  0.26
H: 6.020 2.927 -0.899  0.40
H: 5.764 4.205 -2.142  0.21
O: 4.344 3.027 -1.697  -0.22
C: 3.836 2.069 -0.920  0.49
O: 4.253 1.934 0.254  -0.63
C: 2.561 1.388 -1.586  0.42
C: 2.263 1.462 -2.948  -0.58
C: 1.235 0.613 -3.337  0.03
C: 0.418 -0.311 -2.768  0.90
C: 0.820 -0.242 -1.372  0.06
C: 1.920 0.559 -0.580  -1.69
H: 2.129 0.269 0.254  0.95
H: 0.281 -0.879 -0.559  0.00
S: -0.716 -1.195 -3.297  -0.21
C: -1.579 -1.831 -1.653  -0.32
H: -0.959 -2.639 -1.327  0.55
H: -2.730 -2.307 -2.230  0.33
C: -2.025 -0.837 -0.873  -0.03
O: -2.219 0.524 -1.174  -0.72
N: -2.172 -1.306 0.288  0.14
H: -2.181 -2.243 0.559  0.32
C: -2.538 -0.445 1.454  -0.27
C: -3.853 -0.831 2.323  -1.15
C: -3.077 -2.154 3.291  -0.76
C: -1.689 -1.571 4.174  -1.03
C: -0.892 -1.050 2.970  -0.58
C: -1.264 0.092 2.282  -0.70
H: -1.652 0.868 3.057  0.28
H: -0.768 0.580 1.522  0.43
H: -0.431 -1.642 2.373  0.59
H: 0.066 -0.690 3.624  0.24
H: -1.254 -2.388 4.656  0.39
H: -2.034 -0.847 4.783  0.42
H: -2.827 -3.051 2.457  0.19
H: -3.847 -2.396 3.959  0.53
H: -4.362 -1.597 1.865  0.40
H: -4.027 -0.259 3.110  0.65
H: -3.044 0.494 0.890  0.25
N: 1.006 0.555 -4.665  0.83
O: 0.269 -0.255 -5.355  -0.59
O: 1.626 1.544 -5.485  -0.60
H: 2.953 2.057 -3.487  0.64

Summary:
Highest occupied orbital energy   -0.32464 Eh
Relative energy (zero: lowest compared OMol25 entry of this formula, charge and spin)   444.7 kcal per mole
E   -40951.883 eV
Maximum force   18.55 eV/A

4.
Molecular formula: C16H20N3O9P2SV
Method: DFT, wB97M-V/def2-TZVPD

Each line ends with the Mulliken charge.
CARTESIAN COORDINATES (ANGSTROEM)
V: -0.285 0.190 0.497  1.27
O: 0.149 3.926 -1.180  -0.46
P: -0.185 3.031 0.071  0.58
O: -1.067 3.663 1.054  -0.73
O: -0.656 1.677 -0.489  -0.27
O: 1.317 2.740 0.678  -0.15
P: 1.493 1.699 1.882  0.34
O: 3.034 1.710 2.154  -0.48
O: 0.607 1.894 3.025  -0.58
O: 1.199 0.310 1.194  -0.03
H: 0.071 4.874 -0.989  0.37
H: 3.275 2.234 2.934  0.37
C: -2.576 1.624 3.304  -0.84
S: -3.329 0.794 1.903  0.33
C: -3.929 2.229 0.997  -0.79
O: -2.201 0.210 1.033  -0.34
H: -3.360 1.807 4.039  0.49
H: -2.106 2.549 2.983  0.24
H: -1.826 0.956 3.720  0.30
H: -4.614 2.773 1.647  0.44
H: -4.454 1.874 0.113  0.35
H: -3.080 2.854 0.732  0.14
C: 0.608 -0.504 -1.401  -1.43
C: 1.675 0.426 -1.804  1.24
C: 2.974 0.260 -1.303  -0.29
C: 3.984 1.133 -1.642  -1.00
C: 3.720 2.192 -2.514  0.51
C: 2.444 2.349 -3.049  -0.76
C: 1.435 1.475 -2.694  -0.48
C: 4.761 3.109 -2.862  -0.05
N: 5.598 3.845 -3.142  -0.47
H: 1.007 -1.494 -1.187  0.59
H: -0.221 -0.531 -2.108  0.49
H: 3.180 -0.570 -0.637  0.41
H: 4.982 1.007 -1.246  0.49
H: 2.244 3.163 -3.732  0.52
H: 0.448 1.597 -3.120  0.36
N: -1.833 -6.459 -0.957  -0.29
C: -1.032 -5.965 0.012  0.24
O: -0.322 -6.655 0.708  -0.59
C: -1.025 -4.462 0.197  1.04
C: -1.830 -3.553 -0.484  -0.88
C: -1.641 -2.204 -0.275  -0.69
N: -0.712 -1.718 0.559  0.36
C: 0.023 -2.592 1.267  -0.49
C: -0.109 -3.955 1.111  -0.70
H: -1.828 -7.455 -1.100  0.25
H: -2.420 -5.899 -1.545  0.14
H: -2.600 -3.862 -1.176  0.29
H: -2.234 -1.472 -0.806  0.54
H: 0.744 -2.175 1.957  0.60
H: 0.499 -4.649 1.675  0.52

Summary:
Charge   +1
Highest occupied orbital energy (alpha / beta)   -0.42186 / -0.41505 Eh
Relative energy (zero: lowest compared OMol25 entry of this formula, charge and spin)   28.2 kcal per mole
E   -94916.317 eV
Maximum force   4.84 eV/A
Multiplicity   2
⟨S²⟩   0.873

5.
Molecular formula: C16H20N4O3Re
Method: DFT, wB97M-V/def2-TZVPD

Each line ends with the Mulliken charge.
CARTESIAN COORDINATES (ANGSTROEM)
N: 0.581 2.024 -0.195  -0.56
C: 0.508 3.182 -0.127  0.48
C: 0.480 4.611 0.055  -1.14
H: -0.561 4.973 0.032  0.34
H: 1.051 5.107 -0.748  0.38
H: 0.929 4.863 1.031  0.36
N: 1.990 -1.293 -0.562  -0.65
C: 2.926 -1.908 -0.915  0.94
C: 4.125 -2.689 -0.792  -1.11
H: 4.880 -2.303 -1.485  0.38
H: 3.912 -3.730 -1.061  0.37
H: 4.509 -2.637 0.236  0.35
N: -1.617 -1.348 -0.194  -0.58
C: -2.706 -1.748 -0.124  0.46
C: -4.025 -2.297 0.058  -1.11
H: -3.990 -3.080 0.834  0.36
H: -4.389 -2.739 -0.884  0.38
H: -4.719 -1.501 0.376  0.34
Re: 0.563 -0.365 0.185  2.80
C: 0.380 -1.883 1.348  0.29
O: 0.249 -2.807 2.057  -0.25
C: 1.875 0.415 1.353  0.27
O: 2.665 0.908 2.063  -0.25
C: 0.914 1.069 -2.629  -0.40
C: -0.478 1.135 -2.468  -0.33
C: -1.230 -0.028 -2.468  -0.33
C: -0.600 -1.270 -2.628  -0.38
C: 0.778 -1.340 -2.745  -0.42
C: 1.542 -0.159 -2.744  -0.46
H: 1.509 1.983 -2.699  0.51
H: -0.981 2.101 -2.392  0.57
H: -2.317 0.036 -2.393  0.57
H: -1.190 -2.188 -2.694  0.51
H: 1.252 -2.315 -2.874  0.61
H: 2.626 -0.191 -2.869  0.60
C: -0.490 0.309 3.830  -1.13
C: -1.239 0.805 2.640  0.90
N: -2.340 1.524 2.868  -0.32
O: -0.946 0.618 1.417  -0.79
H: -1.005 0.650 4.740  0.45
H: 0.533 0.706 3.835  0.26
H: -0.454 -0.787 3.835  0.27
H: -2.876 1.880 2.082  0.24
H: -2.623 1.705 3.816  0.24

Summary:
Charge   +4
Highest occupied orbital energy (alpha / beta)   -0.84598 / -0.84586 Eh
Relative energy (zero: lowest compared OMol25 entry of this formula, charge and spin)   0.0 kcal per mole
E   -31101.885 eV
Maximum force   7.51 eV/A
Multiplicity   4
⟨S²⟩   3.791